C9H36AsF6O9 as an isolated structure at a distorted geometry, computed with ωB97M-V with the def2-TZVPD basis set.

* HOMO-LUMO gap: 9.767 eV
* charge: -1
* LUMO energy: 2.4985 eV

Last column: natural (NBO) charge in e.
Atoms and positions in Å:
As -0.24 0.65 0.40  2.85
F -1.67 -0.31 0.05  -0.63
F 0.51 -0.74 1.12  -0.62
F 1.16 1.59 0.86  -0.64
F -1.02 2.04 -0.32  -0.63
F -1.04 1.08 1.91  -0.63
F 0.48 0.32 -1.16  -0.64
C 2.08 3.71 -2.25  -0.26
O 2.43 5.09 -2.34  -0.72
H 2.92 3.09 -2.59  0.16
H 1.81 3.35 -1.26  0.18
H 1.23 3.51 -2.91  0.18
H 3.18 5.20 -1.75  0.46
C -0.70 -3.89 -0.35  -0.25
O -1.60 -3.07 0.34  -0.73
H -0.29 -4.73 0.21  0.16
H -1.13 -4.41 -1.22  0.14
H 0.18 -3.33 -0.68  0.16
H -1.43 -2.16 0.04  0.49
C -5.30 -0.92 -0.17  -0.25
O -6.29 0.07 0.01  -0.73
H -4.33 -0.55 0.17  0.20
H -5.44 -1.78 0.50  0.16
H -5.25 -1.28 -1.20  0.16
H -7.15 -0.33 0.15  0.46
C -1.35 -0.67 -3.23  -0.25
O -1.75 -1.51 -4.31  -0.73
H -0.32 -0.32 -3.39  0.15
H -1.96 0.21 -3.06  0.19
H -1.24 -1.26 -2.31  0.17
H -1.30 -2.34 -4.18  0.46
C 2.47 -1.67 -3.22  -0.25
O 2.79 -0.82 -2.14  -0.74
H 3.29 -2.37 -3.39  0.17
H 1.53 -2.18 -3.02  0.16
H 2.45 -1.12 -4.17  0.16
H 2.02 -0.24 -1.99  0.49
C 3.33 1.15 3.63  -0.25
O 2.71 2.26 3.01  -0.74
H 4.36 1.00 3.32  0.15
H 3.31 1.37 4.70  0.16
H 2.75 0.23 3.55  0.17
H 2.40 1.99 2.13  0.49
C -1.83 5.32 -1.12  -0.25
O -2.02 4.66 0.12  -0.73
H -2.24 4.76 -1.98  0.15
H -2.33 6.29 -1.10  0.17
H -0.77 5.44 -1.37  0.16
H -1.58 3.81 0.00  0.49
C -0.42 -1.22 4.41  -0.24
O -1.62 -0.64 3.96  -0.75
H -0.38 -1.28 5.50  0.15
H -0.23 -2.22 4.01  0.16
H 0.42 -0.61 4.07  0.16
H -1.42 0.05 3.31  0.50
C 2.30 -3.25 1.82  -0.25
O 3.68 -3.39 2.16  -0.73
H 1.88 -2.43 2.39  0.20
H 2.16 -3.02 0.76  0.17
H 1.75 -4.17 2.05  0.15
H 4.05 -4.01 1.52  0.46

***

C9H36BF6NO13S2V as an isolated structure at a distorted geometry, computed with ωB97M-V with the def2-TZVPD basis set.

* HOMO-LUMO gap (alpha / beta): 5.216 / 6.405 eV
* charge: +1
* LUMO energy (alpha / beta): -6.8191 / -5.6300 eV
* multiplicity: 3

Last column: natural (NBO) charge in e.
Atoms and positions in Å:
V -9.32 -1.74 -14.27  1.86
B -10.32 0.80 -13.83  1.33
F -10.55 1.62 -12.75  -0.51
F -10.51 1.42 -15.05  -0.51
F -8.97 0.40 -13.81  -0.52
F -10.97 -0.45 -13.74  -0.50
N -9.49 -1.66 -16.24  -1.19
S -10.72 -1.41 -17.28  2.41
O -11.34 -2.61 -17.79  -0.84
O -10.66 -0.16 -17.98  -0.81
F -11.78 -1.05 -16.15  -0.50
S -8.39 -1.72 -17.57  2.39
O -7.70 -0.53 -17.90  -0.84
O -8.64 -2.64 -18.61  -0.80
F -7.23 -2.48 -16.72  -0.52
C -7.93 -4.86 -13.61  -0.28
O -8.45 -3.87 -14.51  -0.74
H -8.67 -5.67 -13.59  0.20
H -6.98 -5.24 -13.99  0.22
H -7.81 -4.63 -12.56  0.22
H -8.62 -4.27 -15.37  0.53
C -14.23 -4.61 -18.10  -0.25
O -14.86 -5.53 -18.96  -0.71
H -13.22 -4.33 -18.37  0.19
H -14.79 -3.66 -18.11  0.16
H -14.20 -4.95 -17.06  0.14
H -15.75 -5.65 -18.61  0.46
C -15.64 0.44 -16.58  -0.26
O -14.36 -0.19 -16.57  -0.76
H -16.38 -0.11 -16.01  0.18
H -15.64 1.47 -16.22  0.18
H -15.99 0.58 -17.61  0.18
H -13.92 0.10 -17.38  0.49
C -8.85 -5.98 -20.69  -0.25
O -8.69 -7.20 -19.98  -0.73
H -9.80 -6.03 -21.23  0.17
H -8.98 -5.14 -20.00  0.18
H -7.98 -5.83 -21.33  0.17
H -8.70 -7.92 -20.61  0.47
C -6.61 -0.20 -14.72  -0.27
O -7.23 -1.48 -14.45  -0.74
H -7.16 0.50 -15.35  0.25
H -6.31 0.33 -13.82  0.21
H -5.75 -0.50 -15.32  0.21
H -6.54 -2.06 -14.11  0.53
C -6.14 1.11 -20.33  -0.25
O -6.84 0.47 -21.37  -0.72
H -5.47 1.95 -20.56  0.17
H -6.88 1.52 -19.62  0.16
H -5.66 0.41 -19.64  0.17
H -7.63 0.99 -21.53  0.47
C -5.26 -2.77 -19.15  -0.25
O -4.59 -3.83 -18.45  -0.74
H -5.34 -1.88 -18.52  0.17
H -4.65 -2.47 -20.00  0.18
H -6.27 -3.07 -19.40  0.17
H -4.53 -4.57 -19.06  0.47
C -14.90 -2.34 -13.91  -0.25
O -13.60 -1.86 -14.33  -0.78
H -15.30 -1.68 -13.15  0.19
H -15.54 -2.25 -14.78  0.18
H -14.88 -3.38 -13.61  0.18
H -13.80 -1.25 -15.06  0.53
C -11.48 -4.29 -13.79  -0.25
O -11.18 -2.98 -14.33  -0.78
H -10.73 -4.99 -14.15  0.18
H -11.34 -4.22 -12.71  0.18
H -12.48 -4.62 -14.03  0.22
H -12.08 -2.52 -14.24  0.56

***

A 16-piece molecular cluster, C9H36ClN3O19S overall at a distorted geometry, computed with ωB97M-V with the def2-TZVPD basis set.

* HOMO-LUMO gap: 8.468 eV
* charge: 0
* LUMO energy: -1.0428 eV

Last column: natural (NBO) charge in e.
Atoms and positions in Å:
N -2.80 2.82 3.40  -0.86
C -2.87 2.82 1.91  -0.25
C -1.63 2.02 1.40  0.05
C -1.75 0.70 0.76  -0.23
C -0.55 -0.02 0.30  0.27
O -0.71 -1.27 -0.35  -0.41
N -1.40 -1.04 -1.57  0.45
O -0.74 -0.32 -2.22  -0.26
C 0.80 0.54 0.49  -0.05
Cl 2.29 -0.28 -0.01  0.05
C 0.87 1.83 1.12  -0.15
C -0.31 2.60 1.57  -0.09
C 0.16 3.95 2.16  0.68
O -0.34 4.70 2.94  -0.50
N 1.49 4.11 1.56  -0.67
S 1.50 4.69 -0.08  0.23
C 2.07 2.77 1.47  0.68
O 3.22 2.48 1.65  -0.50
H -2.27 3.62 3.74  0.39
H -3.73 2.79 3.81  0.37
H -2.80 3.86 1.49  0.20
H -3.83 2.32 1.61  0.21
H -2.75 0.23 0.59  0.26
H 0.55 3.88 -0.70  0.11
O -4.40 -1.92 -1.43  -0.96
H -3.76 -1.63 -2.09  0.49
H -4.26 -2.87 -1.38  0.47
O 4.38 4.17 4.08  -0.94
H 3.83 3.62 3.51  0.47
H 3.76 4.80 4.46  0.46
O 3.87 -2.33 1.96  -0.98
H 4.67 -2.60 1.49  0.47
H 4.22 -1.82 2.71  0.51
O 2.80 -4.37 -0.05  -0.97
H 1.93 -4.12 -0.39  0.47
H 3.03 -3.64 0.54  0.50
O -0.04 0.23 3.38  -0.95
H -0.31 -0.27 4.16  0.48
H 0.92 0.16 3.37  0.47
O 0.45 -6.05 1.50  -0.95
H 0.72 -6.96 1.66  0.47
H 1.16 -5.68 0.97  0.47
O -3.32 -1.99 -4.10  -0.96
H -2.78 -2.12 -4.90  0.49
H -4.05 -1.44 -4.40  0.47
O 0.36 2.11 5.34  -0.94
H 0.49 2.60 4.52  0.46
H -0.60 1.98 5.38  0.48
O 1.87 -5.73 -2.87  -0.95
H 2.66 -6.01 -3.35  0.48
H 2.23 -5.24 -2.12  0.47
O -0.80 1.03 -5.12  -0.95
H -0.99 0.56 -4.30  0.48
H 0.16 1.01 -5.19  0.47
O -1.52 -1.19 -7.35  -0.97
H -0.74 -1.46 -7.85  0.48
H -1.16 -0.60 -6.66  0.48
O 0.67 -0.61 -9.28  -0.95
H 1.18 -0.75 -10.09  0.48
H -0.08 -0.08 -9.56  0.48
O -0.62 -3.79 -3.67  -0.95
H -0.28 -3.47 -4.51  0.46
H 0.16 -4.12 -3.21  0.48
O 3.66 -2.43 4.72  -0.95
H 3.11 -2.97 4.15  0.48
H 3.05 -1.79 5.11  0.47
O -3.39 5.67 4.38  -0.95
H -2.67 6.32 4.41  0.48
H -4.02 5.99 5.03  0.47

***

A 9-piece molecular cluster, C9H36N18O9 overall at a distorted geometry, computed with ωB97M-V with the def2-TZVPD basis set.

* SMILES: NC(N)=O.NC(N)=O.NC(N)=O.NC(N)=O.NC(N)=O.NC(N)=O.NC(N)=O.NC(N)=O.NC(N)=O
* HOMO-LUMO gap: 9.238 eV
* charge: 0
* LUMO energy: 0.1505 eV

Last column: Löwdin charge in e.
Atoms and positions in Å:
C 3.49 -3.68 -1.70  -0.65
O 3.86 -4.77 -2.14  -0.02
N 3.90 -3.26 -0.45  0.15
N 2.75 -2.78 -2.43  0.16
H 3.82 -2.30 -0.16  0.07
H 4.55 -3.89 -0.03  0.09
H 2.40 -3.13 -3.30  0.09
H 2.37 -2.01 -1.91  0.05
C -4.61 -0.80 1.15  -0.65
O -4.74 0.00 2.06  0.02
N -5.65 -1.68 0.85  0.14
N -3.48 -1.00 0.39  0.17
H -5.53 -2.32 0.10  0.08
H -6.51 -1.69 1.36  0.09
H -3.41 -1.81 -0.19  0.09
H -2.64 -0.48 0.59  0.09
C 2.01 1.10 -5.04  -0.63
O 2.20 0.74 -6.22  -0.02
N 2.27 2.38 -4.60  0.14
N 1.58 0.19 -4.09  0.15
H 1.99 2.70 -3.70  0.09
H 2.69 3.00 -5.27  0.10
H 1.55 -0.78 -4.30  0.08
H 1.49 0.50 -3.14  0.07
C -1.58 2.21 3.41  -0.63
O -1.55 1.96 2.20  0.00
N -0.67 3.11 3.95  0.16
N -2.60 1.78 4.24  0.16
H 0.17 3.18 3.40  0.04
H -0.69 3.33 4.92  0.09
H -2.59 1.90 5.22  0.09
H -3.12 1.05 3.76  0.09
C 2.78 0.41 3.23  -0.58
O 2.14 1.07 2.39  -0.02
N 3.22 -0.86 2.89  0.16
N 3.22 0.92 4.44  0.16
H 2.94 -1.15 1.96  0.07
H 3.57 -1.50 3.58  0.08
H 3.57 0.31 5.13  0.09
H 2.84 1.85 4.58  0.07
C -3.20 1.78 -1.67  -0.56
O -2.11 1.29 -1.31  -0.03
N -3.59 1.70 -3.00  0.15
N -4.22 2.05 -0.76  0.17
H -3.03 1.09 -3.56  0.10
H -4.48 2.02 -3.30  0.08
H -4.07 1.89 0.23  0.09
H -5.04 2.47 -1.15  0.09
C 0.63 -0.58 -0.44  -0.62
O 1.57 -1.25 0.01  -0.02
N 0.01 -0.91 -1.63  0.15
N 0.06 0.48 0.22  0.17
H -0.86 -0.45 -1.82  0.06
H 0.19 -1.83 -2.00  0.05
H 0.43 0.59 1.16  0.06
H -0.81 0.92 -0.07  0.04
C -0.39 -4.94 -2.79  -0.63
O -0.08 -3.76 -2.84  0.00
N -1.68 -5.38 -2.56  0.15
N 0.56 -5.94 -2.86  0.17
H -2.52 -4.84 -2.66  0.09
H -1.85 -6.35 -2.39  0.08
H 1.48 -5.56 -3.08  0.09
H 0.35 -6.91 -2.84  0.09
C 2.19 4.59 3.34  -0.60
O 2.96 3.94 4.09  -0.02
N 1.82 5.91 3.51  0.16
N 1.64 3.98 2.21  0.13
H 2.09 6.46 4.30  0.10
H 1.17 6.26 2.84  0.08
H 1.65 2.96 2.11  0.07
H 1.12 4.52 1.54  0.10

***

Per-record relative energy (zero: lowest compared OMol25 entry of this formula, charge and spin), eV: 3.587; 1.228; 0.000; 0.881